The following is a DFT calculation (ωB97M-V/def2-TZVPD) of 2 unconnected molecules or ions with the total composition C5H14NS in a non-equilibrium geometry.

Each line ends with the natural charge from an NBO analysis.
Element x y z (Å)
C (-2.437, -0.512, -1.204)  -0.23
C (-1.440, -1.651, -0.899)  -0.55
S (0.182, -0.995, -0.511)  -0.70
N (-1.936, 0.546, -2.093)  -0.88
H (-2.632, 0.006, -0.195)  0.16
H (-3.347, -0.968, -1.600)  0.16
H (-1.367, -2.263, -1.835)  0.16
H (-1.821, -2.266, -0.037)  0.18
H (-1.926, 0.165, -3.052)  0.32
H (-0.908, 0.544, -1.840)  0.39
C (2.905, 0.558, 1.420)  -0.62
C (1.772, 1.658, 1.360)  -0.41
C (0.583, 1.317, 2.264)  -0.63
H (3.484, 0.628, 2.347)  0.17
H (3.596, 0.788, 0.599)  0.19
H (2.549, -0.494, 1.280)  0.24
H (1.378, 1.578, 0.271)  0.23
H (2.233, 2.628, 1.590)  0.18
H (-0.123, 2.155, 2.443)  0.19
H (0.152, 0.331, 1.993)  0.26
H (1.068, 1.053, 3.210)  0.17

Calculated values
- lowest unoccupied orbital energy (eV) = 4.03
- energy above the lowest of the compared OMol25 structures with the same formula, charge and spin (eV) = 0.543
- HOMO level (eV) = -2.62
- charge = -1
- frontier orbital gap (eV) = 6.65